ORCA calculation (wB97M-V/def2-TZVPD) on a cluster of 2 separate species, C5H14N2O in total.

Last columns: bonded neighbours and bond lengths (Å).
Geometry (Å):
1 C -1.612 0.506 -1.559  C2 1.586, N7 1.490, H8 1.220, H9 1.032
2 C -0.701 1.198 -0.460  C1 1.586, C3 1.529, H10 1.082, H11 1.072
3 C 0.813 1.091 -0.277  C2 1.529, C6 1.480, H12 1.073, H13 1.125
4 N 3.276 -1.711 -0.741  C5 1.377, H14 0.929, H15 0.974
5 C 2.700 -0.461 -0.808  N4 1.377, C6 1.352, H16 1.198
6 C 1.535 -0.196 -0.173  C3 1.480, C5 1.352, H17 1.104
7 N -1.473 -0.967 -1.732  C1 1.490, H18 0.970, H19 0.981
8 H -1.568 1.214 -2.551  C1 1.220
9 H -2.598 0.554 -1.259  C1 1.032
10 H -1.042 0.732 0.455  C2 1.082
11 H -0.867 2.256 -0.499  C2 1.072
12 H 1.178 1.488 -1.205  C3 1.073
13 H 1.145 1.578 0.681  C3 1.125
14 H 3.013 -2.390 -0.164  N4 0.929
15 H 4.189 -1.830 -1.057  N4 0.974
16 H 3.466 0.179 -1.470  C5 1.198
17 H 1.072 -0.974 0.458  C6 1.104
18 H -0.839 -1.128 -2.449  N7 0.970
19 H -1.006 -1.385 -0.978  N7 0.981
20 H -3.366 0.528 5.586  O22 0.977
21 H -4.406 0.376 4.519  O22 1.007
22 O -3.426 0.590 4.613  H20 0.977, H21 1.007

Output
Energy relative to the best compared isomer or geometry (same formula, charge and spin), kJ/mol: 378.3
SMILES string: N/C=C/CCCN.O
Calculated total energy, eV: -10437.10675
Max |F|, eV Å⁻¹: 4.51
Multiplicity: 1
Frontier orbital gap, eV: 8.5



ORCA calculation (wB97M-V/def2-TZVPD) on a cluster of 3 separate species, C5H14N2O in total.

Last columns: bonded neighbours and bond lengths (Å).
Geometry (Å):
1 C -1.365 1.704 1.437  O3 1.384, H6 1.108, H7 1.105, H8 1.105
2 N -0.828 1.148 -1.688  H4 1.020, H5 1.021
3 O -0.800 0.885 0.475  C1 1.384
4 H -0.400 2.001 -1.325  N2 1.020
5 H -1.804 1.251 -1.408  N2 1.021
6 H -1.049 1.348 2.438  C1 1.108
7 H -1.024 2.754 1.375  C1 1.105
8 H -2.470 1.702 1.440  C1 1.105
9 C 1.062 -1.043 1.273  C11 1.499, H17 1.095, H18 1.086, H19 1.092
10 C 1.743 -0.002 -1.547  C13 1.491, H20 1.091, H21 1.097, H22 1.092
11 C 0.171 -1.185 0.075  C9 1.499, N12 1.375, C13 1.388
12 N -0.869 -2.072 0.220  C11 1.375, H14 1.009, H15 1.009
13 C 0.473 -0.698 -1.189  C10 1.491, C11 1.388, H16 1.081
14 H -1.573 -2.043 -0.503  N12 1.009
15 H -1.267 -2.141 1.145  N12 1.009
16 H -0.086 -1.120 -2.013  C13 1.081
17 H 1.715 -1.918 1.360  C9 1.095
18 H 1.678 -0.152 1.200  C9 1.086
19 H 0.475 -0.967 2.191  C9 1.092
20 H 2.074 0.673 -0.757  C10 1.091
21 H 2.554 -0.713 -1.744  C10 1.097
22 H 1.591 0.586 -2.454  C10 1.092

Output
Energy relative to the best compared isomer or geometry (same formula, charge and spin), kJ/mol: 645.5
Calculated total energy, eV: -10434.33837
Max |F|, eV Å⁻¹: 1.01
Multiplicity: 1
Frontier orbital gap (spin up / spin down), eV: 6.4 / 8.3



ORCA calculation (wB97M-V/def2-TZVPD) on a cluster of 2 separate species, C5H14N2O in total.

Last columns: bonded neighbours and bond lengths (Å).
Geometry (Å):
1 N 1.176 -0.582 -2.235  C2 1.470, H5 1.011, H6 1.011
2 C 1.174 -0.865 -0.792  N1 1.470, C3 1.542, H7 1.090, H8 1.092
3 C 2.608 -0.685 -0.254  C2 1.542, N4 1.465, H9 1.090, H10 1.101
4 N 2.677 -1.077 1.155  C3 1.465, H11 1.009, H12 1.017
5 H 0.842 0.360 -2.388  N1 1.011
6 H 0.492 -1.183 -2.675  N1 1.011
7 H 0.943 -1.909 -0.575  C2 1.090
8 H 0.521 -0.248 -0.171  C2 1.092
9 H 3.237 -1.303 -0.896  C3 1.090
10 H 2.872 0.368 -0.437  C3 1.101
11 H 3.554 -0.755 1.538  N4 1.009
12 H 1.922 -0.602 1.644  N4 1.017
13 C -2.096 1.565 0.074  O14 1.434, C15 1.485, H17 1.095, H18 1.093
14 O -3.254 2.283 0.519  C13 1.434, H19 0.962
15 C -1.769 0.575 1.131  C13 1.485, C16 1.323, H20 1.086
16 C -2.069 -0.714 1.115  C15 1.323, H21 1.082, H22 1.082
17 H -1.261 2.259 -0.064  C13 1.095
18 H -2.335 1.100 -0.886  C13 1.093
19 H -3.443 2.999 -0.095  O14 0.962
20 H -1.315 0.966 2.037  C15 1.086
21 H -1.913 -1.355 1.972  C16 1.082
22 H -2.561 -1.199 0.282  C16 1.082

Output
Energy relative to the best compared isomer or geometry (same formula, charge and spin), kJ/mol: 266.1
SMILES string: C=CCO.NCCN
Calculated total energy, eV: -10438.27005
Max |F|, eV Å⁻¹: 1.53
Multiplicity: 1
Frontier orbital gap, eV: 10.0



ORCA calculation (wB97M-V/def2-TZVPD) on the ion C5H14N2O with charge +1.

Last columns: bonded neighbours and bond lengths (Å).
Geometry (Å):
1 C 0.283 -1.887 -0.404  N2 1.478, C7 1.519, H9 1.092, H10 1.100
2 N 0.039 -0.803 0.571  C1 1.478, C3 1.443, H11 1.017
3 C 0.990 0.277 0.677  N2 1.443, C4 1.521, H12 1.095, H13 1.104
4 C 0.538 1.328 1.679  C3 1.521, C5 1.496, H14 1.090, H15 1.098
5 C -0.607 2.162 1.201  C4 1.496, O6 1.465, H16 1.089, H17 1.100
6 O -0.236 2.957 0.028  C5 1.465, H22 0.968
7 C 0.046 -1.581 -1.872  C1 1.519, N8 1.480, H18 1.085, H19 1.088
8 N -1.393 -1.389 -2.161  C7 1.480, H20 1.009, H21 1.020
9 H -0.333 -2.744 -0.122  C1 1.092
10 H 1.305 -2.210 -0.157  C1 1.100
11 H -0.327 -1.137 1.460  N2 1.017
12 H 1.171 0.596 -0.355  C3 1.095
13 H 1.981 -0.089 0.997  C3 1.104
14 H 1.403 1.937 1.944  C4 1.090
15 H 0.265 0.848 2.628  C4 1.098
16 H -0.940 2.983 1.835  C5 1.089
17 H -1.531 1.606 0.983  C5 1.100
18 H 0.405 -2.459 -2.398  C7 1.085
19 H 0.581 -0.680 -2.166  C7 1.088
20 H -1.966 -1.654 -1.374  N8 1.009
21 H -1.572 -0.394 -2.292  N8 1.020
22 H -0.103 2.333 -0.700  O6 0.968

Output
Energy relative to the best compared isomer or geometry (same formula, charge and spin), kJ/mol: 170.1
Calculated total energy, eV: -10430.41898
Max |F|, eV Å⁻¹: 2.69
Charge: +1
Multiplicity: 2
Frontier orbital gap (spin up / spin down), eV: 10.5 / 5.6